Below is a 3-piece molecular cluster, C2H9OS overall in a non-equilibrium geometry, with properties calculated with ωB97M-V/def2-TZVPD.

Structure (XYZ):
```
13
Properties=species:S:1:pos:R:3:forces:R:3:nbo_charge:R:1
O -2.017253 0.041150 1.945842 -0.47 0.50 -0.44 -0.9578
H -2.778127 0.599402 1.717251 0.47 0.32 -0.13 0.4916
H -5.959639 -1.348248 0.941837 0.04 0.27 -0.38 -0.0068
H -2.498019 -0.698190 2.305462 0.11 -0.89 0.47 0.4916
C 1.750433 -0.338134 -2.129279 0.42 0.42 -0.41 -0.7371
C 1.128278 -0.562056 -0.814325 -0.97 -0.04 -0.74 -0.0824
S 0.555869 0.635327 0.145728 -0.11 -0.33 -0.04 0.4466
H 1.919452 -1.224068 -2.735352 0.12 -0.25 0.47 0.2755
H 1.092923 0.296726 -2.736387 -0.21 0.03 0.25 0.2959
H 2.663830 0.259193 -2.088011 0.17 -0.07 0.20 0.2941
H -6.018285 -1.771833 1.533135 -0.03 -0.26 0.38 0.0074
H 0.808788 -1.566939 -0.552892 0.17 -0.04 0.00 0.2526
H -0.354502 -0.143432 0.814531 0.30 0.34 0.37 0.2288
```
Positions in Å, forces in eV/Å.

Output
energy: -15093.53945 eV
Kohn-Sham gap: 9.6 eV
total charge: +1
energy above the lowest of the compared OMol25 structures with the same formula, charge and spin: 45.6 kcal/mol
F_max: 1.227 eV/Å